{
  "formula": "C12H27ClCoIO2P2",
  "method": "ωB97M-V with the def2-TZVPD basis set",
  "e_homo_ev": [-14.51, -15.35],
  "gap_ev": [5.553, 6.394],
  "e_above_lowest_ev": 2.779,
  "spin_multiplicity": 5,
  "total_charge": 2,
  "species": ["H", "P", "H", "C", "H", "H", "H", "H", "C", "O", "H", "H", "O", "H", "C", "H", "H", "C", "Co", "H", "H", "H", "Cl", "H", "H", "I", "C", "P", "C", "H", "C", "H", "H", "H", "H", "C", "H", "H", "C", "H", "C", "H", "C", "H", "C", "H"],
  "positions_angstrom": [[2.217, -0.816, 1.719], [-0.456, 1.180, -2.770], [-0.473, -0.832, -4.158], [-0.962, 0.145, -4.174], [-2.033, -0.047, -4.131], [1.263, 1.736, -4.394], [-2.320, 2.683, -2.607], [1.622, 2.434, -2.771], [0.117, 0.779, -0.342], [1.192, 0.409, -0.763], [-3.221, 0.756, 2.985], [1.079, 0.881, 4.042], [3.444, -1.952, -1.087], [-3.202, 0.450, 1.294], [1.724, 0.104, 3.685], [0.522, -1.672, -2.463], [0.518, -3.055, -1.230], [0.924, -2.049, -1.481], [-1.672, 1.146, -0.625], [-0.848, 0.989, 3.292], [2.787, 0.391, 3.851], [1.926, 0.754, -3.048], [-3.658, 0.735, -1.251], [-1.231, 1.797, 1.748], [-0.735, 0.645, -5.128], [4.076, 1.631, -0.784], [1.595, 0.048, 2.069], [-0.038, -0.180, 1.360], [-2.676, 0.265, 2.233], [0.325, -1.547, -0.707], [1.250, 1.563, -3.307], [-1.076, 3.254, -3.820], [-1.310, -2.302, 1.380], [0.805, -2.607, 3.567], [0.432, -2.574, 1.196], [-1.245, 2.816, -2.830], [-0.686, -3.469, 3.350], [-0.777, 3.398, -2.020], [2.328, -1.758, -1.394], [-0.687, -1.789, 3.943], [-1.221, 0.853, 2.310], [1.509, -0.854, 4.129], [-0.217, -2.469, 3.272], [-2.628, -0.827, 2.429], [-0.316, -1.980, 1.796], [2.031, 0.933, 1.633]],
  "lowdin_spin": [0.000, 0.135, 0.001, 0.027, 0.000, 0.005, 0.002, 0.006, 0.081, 0.094, 0.000, 0.000, 0.007, 0.005, 0.004, 0.000, 0.000, 0.004, 2.422, 0.000, 0.001, 0.005, 0.101, 0.010, 0.006, 0.911, 0.010, 0.065, 0.007, 0.001, 0.034, 0.001, 0.000, 0.000, 0.000, 0.009, 0.001, 0.003, 0.006, 0.000, 0.011, 0.000, 0.006, 0.000, 0.014, 0.004]
}

---

{
  "formula": "C12H27ClIO5P2Tm",
  "method": "ωB97M-V with the def2-TZVPD basis set",
  "e_homo_ev": [-15.01, -15.00],
  "gap_ev": [3.179, 3.179],
  "e_above_lowest_ev": 2.955,
  "spin_multiplicity": 3,
  "total_charge": 2,
  "species": ["O", "H", "C", "H", "C", "H", "C", "H", "P", "H", "H", "C", "C", "H", "H", "H", "H", "H", "H", "H", "H", "O", "H", "P", "Cl", "H", "C", "H", "H", "I", "H", "H", "H", "C", "C", "H", "H", "H", "H", "O", "C", "C", "H", "Tm", "O", "H", "O", "C", "C"],
  "positions_angstrom": [[1.105, 2.031, 1.962], [-2.625, -2.071, -1.737], [3.765, 0.822, -2.319], [3.087, 3.032, -0.248], [-2.372, 2.018, 1.434], [-3.144, 0.954, -1.938], [5.531, -2.797, -0.326], [-3.253, -2.813, 1.597], [2.284, 0.999, -1.273], [-3.722, -1.096, 1.526], [3.746, 1.586, -3.108], [1.315, 1.040, 1.404], [2.309, 2.795, -0.982], [-3.891, -1.315, -2.722], [-4.120, 2.868, 2.279], [5.137, -3.667, 0.235], [4.664, 0.948, -1.708], [1.348, 3.130, -0.578], [-3.346, 1.645, 3.322], [-4.279, 1.141, 1.893], [-3.598, -0.075, -0.575], [4.209, -1.116, 0.796], [6.518, -2.465, 0.032], [-0.944, -0.250, 0.593], [1.461, -2.528, -1.250], [-2.623, 2.128, 0.369], [-2.887, -1.174, -2.310], [2.521, 3.328, -1.920], [-2.207, -0.647, 3.484], [0.921, -1.525, 3.211], [3.784, -0.177, -2.768], [-1.806, -2.406, 3.532], [-0.002, 0.958, -2.102], [-2.918, -1.792, 1.808], [0.991, 0.936, -2.561], [-2.190, -1.039, -3.145], [1.072, -0.008, -3.110], [-1.726, 2.845, 1.741], [1.107, 1.784, -3.251], [-1.623, 0.778, 1.648], [4.552, -1.670, -0.262], [-2.557, -1.658, 3.259], [-3.452, -1.856, 3.861], [2.070, -1.141, 0.677], [-1.805, -1.605, 0.870], [5.626, -3.108, -1.365], [-1.550, 0.286, -0.857], [-2.886, 0.035, -1.409], [-3.600, 1.908, 2.290]],
  "lowdin_spin": [0.000, 0.000, -0.004, 0.000, 0.000, 0.000, 0.004, 0.000, 0.012, 0.000, -0.004, 0.008, 0.002, 0.000, 0.000, 0.001, -0.001, 0.000, 0.000, 0.000, 0.000, -0.017, 0.000, -0.012, -0.056, 0.000, 0.000, 0.001, -0.001, 0.020, 0.000, 0.003, 0.000, 0.000, 0.005, 0.000, 0.000, 0.000, 0.001, -0.008, 0.024, 0.002, 0.000, 2.023, 0.000, 0.001, -0.003, -0.001, -0.001]
}

---

{
  "formula": "C12H27ClN3O5P",
  "method": "ωB97M-V with the def2-TZVPD basis set",
  "e_homo_ev": -6.76,
  "gap_ev": 5.715,
  "spin_multiplicity": 1,
  "total_charge": 0,
  "species": ["H", "O", "H", "H", "O", "H", "C", "H", "Cl", "H", "C", "O", "H", "H", "H", "H", "C", "N", "H", "H", "H", "H", "N", "C", "H", "O", "H", "C", "H", "H", "H", "C", "H", "H", "H", "C", "O", "H", "C", "C", "P", "H", "C", "H", "C", "H", "C", "H", "N"],
  "positions_angstrom": [[1.098, 0.623, -0.386], [3.150, 1.640, -3.265], [0.972, -0.217, -3.864], [-1.240, -0.540, 4.058], [2.978, 2.040, -1.122], [-0.434, -1.317, 6.450], [0.705, -0.438, 4.856], [-1.780, -2.192, -4.822], [-2.490, -0.303, -0.825], [-2.202, 0.644, -5.944], [1.575, -3.562, 5.278], [-0.982, -0.805, -3.504], [-0.094, -0.229, 2.891], [2.060, -3.427, 4.309], [0.288, 5.496, -1.342], [1.300, -4.612, 5.372], [2.100, -0.432, 4.246], [0.075, 0.951, -2.257], [0.932, -0.841, -1.510], [0.467, 0.552, 5.250], [2.241, 0.455, 3.624], [-0.876, 2.738, -0.377], [-0.219, 4.690, -1.717], [0.896, 2.177, -2.333], [-4.385, -0.461, -3.997], [0.373, -2.787, 5.327], [-4.155, 1.157, -4.704], [2.440, 1.924, -2.260], [0.689, 2.669, -3.317], [1.296, 3.670, -0.077], [2.270, -3.304, 6.079], [0.512, -1.510, 5.932], [2.275, -1.304, 3.613], [-3.086, 0.687, -3.347], [-0.560, -1.028, -5.510], [-0.795, -0.383, -0.271], [-0.574, -0.795, 0.834], [1.300, -1.485, 6.687], [-2.604, -0.219, -5.353], [0.446, 0.099, -1.131], [0.262, 3.344, -1.001], [2.862, -0.415, 5.025], [-1.436, -1.126, -4.817], [-0.324, 0.979, -4.293], [-3.596, 0.294, -4.252], [-3.210, -0.849, -6.058], [0.003, 0.229, -3.519], [-0.244, -1.746, 3.577], [-0.280, -0.734, 3.766]],
  "nbo_charge": [0.271, -0.729, 0.175, 0.435, -0.793, 0.197, -0.073, 0.186, -0.026, 0.204, -0.255, -0.571, 0.474, 0.178, 0.363, 0.209, -0.642, -0.472, 0.242, 0.226, 0.245, -0.089, -1.337, -0.448, 0.201, -0.558, 0.210, 0.711, 0.268, -0.010, 0.183, -0.082, 0.226, 0.227, 0.176, 0.593, -0.643, 0.208, -0.435, -0.343, 1.285, 0.242, -0.065, 0.176, -0.623, 0.206, 0.100, 0.459, -0.680]
}

---

{
  "formula": "C12H27CrN5O7",
  "method": "ωB97M-V with the def2-TZVPD basis set",
  "e_homo_ev": [-11.15, -11.34],
  "gap_ev": [5.623, 6.676],
  "e_above_lowest_ev": 6.581,
  "spin_multiplicity": 4,
  "total_charge": 1,
  "species": ["H", "H", "H", "C", "O", "H", "H", "H", "O", "H", "C", "Cr", "H", "H", "C", "H", "H", "H", "C", "C", "H", "C", "H", "H", "O", "H", "H", "C", "H", "C", "H", "H", "H", "H", "C", "O", "O", "N", "H", "C", "C", "H", "H", "H", "H", "O", "N", "N", "N", "O", "C", "N"],
  "positions_angstrom": [[3.722, -2.482, 3.101], [1.559, 2.927, 1.931], [-3.016, -3.674, 0.465], [-1.776, -2.010, 0.129], [-2.139, -0.304, 1.636], [1.910, 4.003, 0.538], [-5.860, 2.437, -1.248], [-1.633, 1.884, -2.099], [1.699, 0.250, -2.613], [-1.739, -4.406, -1.406], [1.473, -0.017, 3.373], [-0.847, 0.343, -0.964], [-4.922, 3.568, -0.767], [-1.694, -3.522, 1.634], [1.419, 1.906, -1.096], [0.274, 4.031, 1.296], [-3.111, -2.409, 1.741], [3.391, -1.335, 4.449], [2.781, 2.337, -1.496], [2.149, -1.281, 1.394], [2.964, 3.338, -1.091], [0.690, 2.363, 0.065], [1.604, -0.180, 4.449], [-2.417, 0.104, -2.249], [-0.911, 1.869, 1.601], [-3.113, 1.433, -1.186], [-0.157, -4.297, -0.585], [1.136, 3.400, 1.026], [-1.724, 0.670, 1.707], [3.539, -1.431, 3.369], [-1.341, 0.984, -5.613], [1.061, -0.918, -2.707], [2.866, 2.338, -2.593], [-0.271, -3.942, -2.343], [-2.198, 1.025, -1.648], [1.209, -0.840, 0.703], [-5.076, 2.962, -1.512], [-0.466, -1.468, -1.756], [0.427, -0.188, 3.088], [-2.443, -2.954, 1.062], [-1.056, -2.441, -1.054], [1.742, 1.026, 3.130], [3.519, 1.629, -1.079], [2.915, -1.976, 0.996], [4.424, -0.843, 3.073], [-1.362, 0.982, -6.591], [2.341, -0.972, 2.688], [-1.688, -0.708, 0.433], [-0.408, 1.650, 0.421], [0.423, -1.826, -2.689], [-0.787, -3.867, -1.377], [0.920, 0.833, -1.738]],
  "lowdin_spin": [0.000, -0.004, 0.002, 0.072, -0.030, 0.000, 0.000, 0.021, -0.097, -0.001, 0.000, 2.084, 0.000, 0.005, 0.057, -0.002, 0.001, 0.000, 0.012, 0.000, 0.000, -0.053, 0.000, 0.000, 0.016, 0.016, -0.001, -0.010, -0.001, 0.000, 0.022, 0.001, 0.002, 0.000, -0.025, 0.004, 0.001, 0.030, 0.000, 0.013, -0.011, 0.000, 0.004, 0.000, 0.000, 0.978, 0.000, -0.061, 0.006, 0.022, -0.003, -0.069]
}

---

| no. | total energy (hartree) |
| --- | --- |
| 1 | -3446.49559 |
| 2 | -3374.85225 |
| 3 | -1815.27456 |
| 4 | -2317.76419 |